Record 1
{
  "formula": "C25H56N2O7S",
  "method": "ωB97M-V/def2-TZVPD",
  "lumo_energy_ev": 0.28,
  "total_energy_ev": -54970.621,
  "smiles": "CCCCCCCCC[C@@H]1CCOS(=O)(=O)C1.COCCNCCOC.COCCNCCOC",
  "e_homo_ev": -8.535,
  "species": ["C", "C", "C", "C", "C", "C", "C", "C", "C", "C", "C", "C", "O", "S", "O", "O", "C", "H", "H", "H", "H", "H", "H", "H", "H", "H", "H", "H", "H", "H", "H", "H", "H", "H", "H", "H", "H", "H", "H", "H", "H", "H", "H", "C", "O", "C", "C", "N", "C", "C", "O", "C", "H", "H", "H", "H", "H", "H", "H", "H", "H", "H", "H", "H", "H", "H", "H", "C", "O", "C", "C", "N", "C", "C", "O", "C", "H", "H", "H", "H", "H", "H", "H", "H", "H", "H", "H", "H", "H", "H", "H"],
  "positions_angstrom": [[-5.019407, 4.988748, 6.085825], [-5.065848, 6.615013, 5.791122], [-4.935171, 7.015857, 4.203539], [-3.466870, 6.473338, 3.693689], [-2.789116, 7.367358, 2.492608], [-1.553907, 6.436601, 1.869079], [-0.552491, 5.826177, 3.016542], [-0.887682, 4.270322, 3.456988], [-0.776606, 3.198049, 2.221282], [-1.395101, 1.706346, 2.548662], [-0.611432, 0.463836, 1.823009], [-0.701467, 0.696342, 0.202799], [-1.983565, 0.323230, -0.412639], [-3.324214, 0.964054, 0.417295], [-4.092155, 2.062322, -0.356334], [-4.339562, -0.232693, 0.589043], [-2.978217, 1.597110, 2.142725], [-6.087566, 4.528282, 5.894396], [-4.666834, 4.825547, 7.213230], [-4.252876, 4.402169, 5.418074], [-6.038399, 7.115094, 6.236330], [-4.156470, 7.134204, 6.358320], [-5.744062, 6.430067, 3.588913], [-5.052791, 8.187953, 4.037306], [-3.641315, 5.379859, 3.271720], [-2.789986, 6.379712, 4.659282], [-2.312187, 8.390063, 2.873891], [-3.575143, 7.572893, 1.622351], [-1.991522, 5.634815, 1.127716], [-0.911359, 7.186027, 1.198439], [-0.508495, 6.543398, 3.969262], [0.541596, 5.844404, 2.546313], [-0.082275, 3.933833, 4.265100], [-1.935878, 4.148903, 3.967013], [-1.324373, 3.560414, 1.225140], [0.353809, 3.018919, 1.901064], [-1.339844, 1.517245, 3.726094], [-1.183646, -0.549218, 2.071120], [0.522940, 0.370819, 2.182329], [0.116525, -0.026646, -0.279854], [-0.382701, 1.785504, -0.151366], [-3.560001, 0.927050, 2.938184], [-3.461717, 2.678092, 2.233696], [3.162257, -0.947682, -6.657788], [1.988347, -0.212673, -6.343606], [0.789835, -0.818146, -6.846376], [-0.068588, -1.359287, -5.691890], [0.561849, -2.523550, -5.061161], [-0.059868, -2.917123, -3.792050], [-0.004624, -1.903714, -2.630854], [1.310785, -1.675162, -2.120960], [2.063365, -0.706397, -2.842970], [4.029411, -0.339211, -6.384454], [3.205114, -1.875030, -6.083225], [3.216331, -1.167209, -7.728766], [0.999877, -1.596671, -7.591004], [0.227736, -0.024545, -7.352135], [-1.053696, -1.646828, -6.075915], [-0.204222, -0.545639, -4.972443], [1.541506, -2.314209, -4.883928], [0.452924, -3.829861, -3.466583], [-1.103804, -3.194367, -3.979886], [-0.571281, -2.338008, -1.798746], [-0.502823, -0.957782, -2.867639], [1.434425, 0.080158, -3.265218], [2.647415, -1.196557, -3.621077], [2.772673, -0.245003, -2.148748], [5.607686, -7.655329, -0.702023], [4.922469, -7.207914, 0.458714], [5.217695, -5.847255, 0.801143], [3.989852, -4.952157, 0.569276], [3.705079, -4.800615, -0.861358], [2.399999, -4.192743, -1.143026], [1.144962, -4.964016, -0.686468], [0.926632, -6.188072, -1.391129], [1.650116, -7.301379, -0.878003], [5.455417, -8.734842, -0.793518], [5.204680, -7.179723, -1.598302], [6.682342, -7.461902, -0.625765], [6.098896, -5.467737, 0.268095], [5.453889, -5.839024, 1.871514], [4.172902, -3.964435, 1.006876], [3.144885, -5.409254, 1.093792], [3.731207, -5.716677, -1.303072], [2.343462, -4.072391, -2.231279], [2.379298, -3.183710, -0.714804], [0.278730, -4.332939, -0.917771], [1.114696, -5.124543, 0.396294], [1.791574, -7.244193, 0.203313], [2.607209, -7.388761, -1.390996], [1.078757, -8.207305, -1.103382]],
  "forces_ev_per_angstrom": [[-0.1, 0.3, 0.4], [0.3, 0.6, 0.0], [0.5, -0.7, 0.3], [-0.8, 0.2, -0.2], [0.6, -1.2, 0.0], [0.1, 1.5, -0.4], [0.4, -0.2, -0.5], [0.5, -0.5, 0.2], [0.2, -0.6, -1.1], [0.1, -0.5, 1.0], [-0.6, 0.4, -0.3], [2.9, -0.3, -0.1], [-0.7, 1.7, 2.5], [-8.0, -1.8, -2.2], [4.1, -2.8, 2.3], [4.7, 3.7, -0.2], [0.7, 1.2, 2.2], [2.2, 0.8, 0.5], [-1.0, 0.2, -2.5], [-1.4, 1.4, 1.2], [1.9, -1.3, -0.8], [-1.9, -1.1, -1.2], [1.3, 1.4, 1.1], [0.2, -2.6, 0.4], [0.5, 2.2, 0.8], [-1.1, 0.3, -2.2], [-1.3, -2.2, -0.7], [1.7, -0.3, 2.0], [0.9, 1.4, 1.7], [-1.3, -1.7, 1.3], [-0.3, -1.6, -2.1], [-2.3, -0.2, 1.1], [-1.7, 0.7, -1.6], [1.9, 0.4, -1.0], [1.1, -0.5, 2.2], [-2.2, 0.6, 0.8], [-0.2, 0.5, -2.5], [1.3, 2.1, -0.5], [-2.6, 0.3, -0.9], [-2.0, 1.4, 0.8], [-0.9, -2.2, 1.0], [1.2, 1.0, -2.3], [0.9, -2.3, -0.7], [0.0, 0.3, 0.1], [0.0, -0.4, -0.3], [-0.4, 0.3, 0.4], [0.6, -0.2, -0.2], [-0.1, 0.3, 0.1], [0.4, 0.1, 0.0], [-0.1, -0.5, 0.1], [-0.5, 0.6, -0.3], [0.2, -0.2, 0.4], [-0.2, 0.0, 0.0], [0.1, -0.2, -0.1], [0.0, -0.1, 0.1], [0.1, 0.0, 0.2], [0.0, -0.1, 0.0], [0.1, 0.0, 0.0], [-0.1, 0.2, -0.1], [-0.3, 0.0, -0.1], [-0.2, 0.1, 0.1], [0.1, 0.1, 0.0], [0.1, 0.0, -0.1], [0.1, 0.1, -0.1], [0.0, -0.1, -0.1], [0.0, 0.2, -0.2], [-0.1, -0.1, 0.0], [-0.2, -0.2, 0.2], [0.4, 0.3, -0.3], [-0.6, 0.1, 0.3], [0.4, -0.4, -0.5], [-0.1, -0.2, 0.3], [0.1, -0.4, 0.0], [0.0, 0.3, -0.5], [0.2, 0.2, 0.5], [-0.4, 0.0, -0.4], [0.0, 0.2, 0.1], [0.2, 0.1, -0.2], [0.0, 0.0, -0.1], [-0.2, -0.1, -0.1], [0.0, 0.0, -0.1], [0.0, 0.0, 0.0], [0.0, 0.0, 0.3], [0.0, 0.2, 0.2], [-0.1, 0.0, 0.2], [0.0, -0.2, 0.0], [0.1, -0.1, 0.0], [0.1, -0.1, 0.0], [0.1, 0.1, 0.0], [0.2, -0.1, 0.2], [0.0, 0.2, 0.0]],
  "mulliken_charge": [-0.6475, -0.5666, -0.4903, 0.2464, -0.8067, -0.4175, -0.6934, 0.0168, -0.6139, 0.0798, -0.8432, 0.1052, -0.2729, 1.1668, -0.6381, -0.6808, -0.5757, 0.2769, 0.2519, 0.0551, 0.3335, 0.2616, 0.2914, 0.2718, -0.3724, 0.2403, 0.2954, 0.2772, 0.2041, 0.2895, 0.3130, 0.3607, 0.2931, -0.2050, 0.1127, 0.2675, 0.4508, 0.3483, 0.3539, -0.0726, 0.1530, 0.3645, 0.1520, -0.7068, -0.3303, -0.8044, -0.1341, -0.2755, -0.9442, -0.5945, 0.0388, -0.7493, 0.2354, 0.2891, 0.3401, 0.3926, 0.4045, 0.4013, 0.1425, 0.0057, 0.3505, 0.4284, 0.3337, 0.4908, 0.3128, 0.1349, 0.3193, -0.7048, -0.3328, -0.7745, -0.2116, -0.2681, -0.3531, -0.5467, -0.4315, -0.5852, 0.2368, 0.2970, 0.3363, 0.4028, 0.3912, 0.3602, 0.1773, 0.0452, 0.2246, 0.2747, 0.2659, 0.4058, 0.2950, 0.1683, 0.3095]
}

=====

Record 2
{
  "formula": "C25H57BF9N8O6P2",
  "method": "ωB97M-V/def2-TZVPD",
  "lumo_energy_ev": -3.26,
  "total_energy_ev": -94751.299,
  "e_above_lowest_ev": 6.216,
  "total_charge": 1,
  "e_homo_ev": -8.939,
  "species": ["C", "O", "B", "O", "C", "O", "C", "N", "C", "N", "C", "C", "C", "C", "O", "C", "C", "F", "F", "C", "F", "F", "C", "F", "F", "C", "F", "F", "F", "H", "H", "H", "H", "H", "H", "H", "H", "H", "H", "H", "H", "H", "H", "H", "H", "H", "H", "H", "H", "H", "O", "P", "N", "C", "C", "N", "C", "C", "N", "C", "C", "H", "H", "H", "H", "H", "H", "H", "H", "H", "H", "H", "H", "H", "H", "H", "H", "H", "H", "O", "P", "N", "C", "C", "N", "C", "C", "N", "C", "C", "H", "H", "H", "H", "H", "H", "H", "H", "H", "H", "H", "H", "H", "H", "H", "H", "H", "H"],
  "positions_angstrom": [[6.805495, 4.245613, -4.447089], [7.850158, 3.317065, -4.840750], [7.324415, 1.983518, -5.065057], [6.762911, 1.744081, -6.348189], [7.525467, 0.921924, -3.852125], [8.729025, 0.177525, -4.260207], [9.219834, -0.677962, -3.227053], [10.306595, 0.081875, -2.515659], [8.201129, -1.196607, -2.128319], [6.743204, -0.897908, -2.326775], [6.236684, -0.263847, -1.068231], [6.171387, -1.325110, 0.162748], [6.516831, -0.597008, 1.544110], [8.014375, -0.048427, 1.654491], [8.134601, 1.379305, 1.346649], [6.409373, -0.181181, -3.612439], [4.892443, 0.173966, -3.822444], [4.146303, -0.941675, -3.306590], [4.596666, 0.124872, -5.210346], [4.303664, 1.534462, -3.275934], [4.128166, 2.371295, -4.419576], [5.165869, 2.279013, -2.443544], [2.803650, 1.472443, -2.681388], [1.917733, 0.783822, -3.537286], [2.353803, 2.819465, -2.750846], [2.657187, 1.059090, -1.163789], [3.448618, 1.756315, -0.259125], [2.794776, -0.298756, -0.879715], [1.323489, 1.374135, -0.804349], [7.223171, 5.298246, -4.642411], [5.847073, 4.175945, -5.047512], [6.674663, 4.169243, -3.322449], [7.081542, 0.901642, -6.738366], [7.777002, 1.504699, -2.895487], [9.756066, -1.567211, -3.721360], [10.718170, -0.482752, -1.765660], [11.002764, 0.429381, -3.181809], [8.329350, -2.336180, -2.052881], [8.575913, -0.807822, -1.115457], [6.273313, -1.825452, -2.397474], [6.934021, 0.592537, -0.754584], [5.199504, 0.178965, -1.110998], [6.762962, -2.272912, -0.036882], [5.072810, -1.655728, 0.248219], [6.335114, -1.283088, 2.445518], [5.811590, 0.290119, 1.641669], [8.751182, -0.687417, 1.060441], [8.342260, -0.136102, 2.749211], [8.500961, 1.426400, 0.440833], [6.627237, -0.982120, -4.415550], [-3.336493, 5.014562, 1.104464], [-3.612784, 3.501518, 1.054909], [-2.185481, 3.092702, 0.228751], [-1.904119, 3.244821, -1.181587], [-0.969829, 3.143115, 1.036348], [-5.060059, 3.651407, 0.138558], [-5.172762, 3.510237, -1.301600], [-5.923176, 4.772483, 0.551532], [-3.942447, 1.762940, 1.102103], [-3.560300, 0.715642, 0.179500], [-4.980474, 1.354667, 2.043443], [-1.059537, 2.611864, -1.470165], [-1.672728, 4.282374, -1.442616], [-2.722652, 2.903867, -1.807550], [-0.837014, 2.192436, 1.565496], [-1.017093, 3.939908, 1.785003], [-0.068212, 3.320620, 0.444300], [-4.520679, 4.207326, -1.834674], [-6.195147, 3.698118, -1.637436], [-4.970971, 2.488569, -1.620623], [-5.605604, 5.715595, 0.088906], [-5.901389, 4.899418, 1.635319], [-6.963395, 4.583105, 0.276589], [-3.777574, 0.955272, -0.861154], [-4.085965, -0.220686, 0.390287], [-2.493173, 0.486695, 0.263466], [-5.963451, 1.323047, 1.559699], [-5.037145, 2.057423, 2.878843], [-4.768448, 0.373149, 2.478397], [-9.605919, -3.385741, 4.062893], [-8.096492, -3.660041, 4.180960], [-7.604061, -2.312928, 3.271389], [-7.621355, -2.160992, 1.833229], [-7.723009, -1.028486, 3.957021], [-8.167724, -5.185293, 3.388911], [-7.892918, -5.427390, 1.984644], [-9.327157, -6.010866, 3.771131], [-6.371359, -3.978033, 4.420819], [-5.240804, -3.677235, 3.569549], [-6.057914, -4.924929, 5.486592], [-6.959235, -1.344131, 1.530387], [-8.628247, -1.957108, 1.455844], [-7.227718, -3.032052, 1.318729], [-6.824884, -0.847080, 4.558321], [-8.586310, -1.009035, 4.629029], [-7.838458, -0.184123, 3.272258], [-8.533388, -4.828409, 1.331731], [-8.054085, -6.476667, 1.726446], [-6.844746, -5.252109, 1.745970], [-10.221051, -5.739373, 3.195282], [-9.554974, -5.891461, 4.831793], [-9.118503, -7.071226, 3.610300], [-5.383153, -3.988828, 2.534894], [-4.330855, -4.178070, 3.913701], [-5.015673, -2.605989, 3.577584], [-5.985739, -5.947551, 5.099456], [-6.835987, -4.908273, 6.254138], [-5.120696, -4.670467, 5.990302]],
  "forces_ev_per_angstrom": [[0.6, 1.9, 0.3], [-2.1, -2.5, -0.1], [0.5, 2.7, -1.8], [1.7, -0.7, 2.0], [0.4, -0.3, 0.5], [-1.3, -0.5, 1.1], [2.4, 0.0, 0.0], [-1.5, -0.3, 0.0], [2.3, -1.3, 0.4], [-1.4, -0.6, 0.5], [-0.3, 0.8, 3.0], [-1.1, 0.3, 0.1], [0.4, 0.1, -0.2], [0.0, -0.1, 1.2], [0.1, -1.7, -1.0], [1.4, -0.1, -1.9], [-0.9, -2.0, -1.3], [1.3, 2.1, -0.3], [1.0, 0.2, 3.0], [-0.8, 2.6, -1.8], [0.6, -1.8, 2.2], [-1.5, -2.1, -1.2], [-1.3, 2.0, -1.2], [2.4, 0.9, 2.2], [1.1, -2.7, 0.6], [-2.9, -0.3, 3.0], [-1.0, -1.3, -2.4], [0.3, 2.5, -1.1], [2.9, -0.7, -1.0], [-0.6, -1.6, 0.3], [1.1, -0.3, 0.8], [-0.3, 0.1, -1.4], [-0.7, 0.5, 0.3], [-0.5, -0.8, -1.2], [-1.4, 1.1, 0.3], [0.1, 0.3, -0.6], [-0.3, -0.4, 0.4], [-0.4, 1.7, -0.3], [-1.0, -0.3, -1.6], [0.2, 0.8, 0.1], [-1.0, -1.3, -0.8], [1.3, -0.7, -0.6], [-0.4, 1.2, 0.3], [1.6, 0.3, -0.3], [0.1, 0.8, -1.5], [0.9, -1.0, 0.0], [-0.9, 0.8, 0.6], [-0.5, 0.1, -1.6], [-0.1, 0.3, 0.8], [-0.6, 1.3, 1.0], [-0.1, -1.1, 3.6], [0.1, -0.1, -6.9], [1.6, -0.8, -0.7], [-0.3, 0.3, -0.1], [-0.3, -0.1, 0.6], [-2.1, 1.0, 0.5], [0.2, -0.7, 0.0], [0.4, 0.2, 0.1], [-0.6, 0.5, 3.1], [1.3, -0.1, 0.0], [-0.2, 0.1, 0.0], [0.1, 0.1, 0.2], [0.1, 0.1, -0.2], [-0.2, 0.1, 0.0], [0.1, 0.0, 0.1], [0.1, 0.0, 0.0], [-0.3, 0.0, -0.1], [0.0, 0.1, -0.1], [0.0, 0.1, 0.3], [0.3, 0.0, -0.1], [-0.1, 0.1, 0.1], [0.1, 0.1, -0.1], [0.1, -0.2, -0.1], [0.0, 0.2, 0.0], [-0.2, 0.3, 0.3], [0.0, 0.0, -0.2], [0.0, -0.1, 0.0], [-0.1, 0.0, -0.1], [0.0, 0.0, 0.0], [0.7, 0.2, 3.6], [0.7, -0.4, -6.9], [0.9, 1.4, -0.8], [-0.3, -0.3, -0.1], [0.1, -0.2, 0.6], [-1.0, -2.1, 0.5], [0.7, 0.2, 0.1], [-0.2, 0.4, 0.0], [-0.8, -0.3, 3.1], [0.0, 1.3, -0.1], [-0.1, -0.2, 0.0], [-0.1, 0.1, 0.2], [0.0, 0.1, -0.2], [-0.1, -0.2, 0.1], [0.0, 0.1, 0.1], [0.0, 0.1, -0.1], [0.0, -0.3, -0.1], [-0.1, 0.0, -0.2], [-0.1, 0.0, 0.3], [0.0, 0.3, -0.1], [-0.1, -0.1, 0.1], [-0.1, 0.1, -0.1], [0.2, 0.1, -0.1], [-0.2, 0.0, -0.1], [-0.3, -0.1, 0.3], [0.0, 0.0, -0.2], [0.1, 0.0, 0.0], [0.0, -0.1, -0.1], [-0.1, 0.0, 0.0]],
  "mulliken_charge": [-0.5103, -0.5605, 0.5886, -0.5163, 0.2841, -0.4239, 0.3381, -0.6745, -0.2696, 0.0827, 1.3493, -0.7473, -0.5040, -0.3533, -0.5516, -0.4792, 0.5279, -0.3446, -0.2836, 0.6489, -0.3264, -0.2743, 0.5770, -0.2776, -0.2908, 0.6075, -0.2327, -0.2145, -0.2390, 0.2938, 0.2593, 0.1591, 0.3339, -0.0415, 0.2974, 0.2246, 0.2630, 0.3101, -0.1494, 0.6248, 0.1211, -1.4184, 0.3679, 0.3643, 0.4240, 0.2340, 0.1597, 0.3507, 0.3433, 0.5608, -0.8262, 0.7162, 0.2844, -0.9107, -1.1991, 0.1917, -1.0286, -1.1066, 0.0840, -0.7767, -1.1495, 0.1927, 0.3158, 0.3280, 0.2791, 0.3370, 0.4161, 0.3434, 0.3756, 0.2137, 0.3463, 0.3215, 0.3622, 0.2457, 0.3290, 0.1669, 0.3162, 0.3205, 0.4909, -0.8226, 0.7027, 0.2679, -0.8228, -1.1735, 0.2069, -1.0332, -1.0862, 0.0426, -0.8030, -1.1444, 0.1258, 0.2991, 0.3249, 0.2739, 0.3507, 0.4212, 0.3537, 0.3755, 0.2142, 0.3397, 0.3083, 0.3645, 0.2459, 0.3990, 0.1543, 0.3406, 0.3371, 0.4446]
}